190
Properties=species:S:1:pos:R:3:mulliken_charge:R:1 method="wB97M-V/def2-TZVPD" smiles="CC1(C)CCCC(C)(C)N1O.CC1(C)CCCC(C)(C)N1O.CC1(C)CCCC(C)(C)N1O.COC[C@H](C)N.COC[C@H](C)N.COC[C@H](C)N.COC[C@H](C)N.NC(N)=O.NC(N)=O.NC(N)=O.NC(N)=O" energy_ha=-3509.81654 relative_energy_ev=0.9506 lumo_ev=0.0402
C 14.94302 -18.24780 -18.42640 -1.832
C 15.10002 -18.42032 -16.89408 1.615
C 14.37054 -19.66282 -16.38854 -1.936
C 16.56561 -18.49648 -16.51401 -1.189
C 17.20236 -17.10470 -16.50742 -0.744
C 16.47984 -16.27364 -15.40121 -1.198
C 14.96816 -16.06917 -15.66703 1.807
C 14.30461 -15.67406 -14.34708 -1.476
C 14.91764 -14.85035 -16.65607 -1.699
N 14.38687 -17.32659 -16.18674 0.331
O 13.07513 -17.13406 -16.64363 -0.110
H 15.17406 -19.22361 -18.85860 0.472
H 13.95193 -18.00949 -18.81331 0.363
H 15.57886 -17.41913 -18.73838 0.363
H 14.57650 -20.44651 -17.13714 0.423
H 14.77190 -20.08803 -15.46904 0.343
H 13.28298 -19.65665 -16.37699 0.346
H 16.65665 -19.05346 -15.57978 0.439
H 17.17284 -19.08059 -17.21291 0.376
H 18.27811 -17.11741 -16.33752 0.438
H 17.04093 -16.58324 -17.45248 0.262
H 17.04921 -15.34678 -15.48330 0.389
H 16.66057 -16.82535 -14.47729 0.431
H 13.31383 -15.25245 -14.51157 0.048
H 14.80920 -14.85643 -13.81728 0.404
H 14.38361 -16.45223 -13.58707 0.437
H 15.08718 -14.03352 -15.95369 0.509
H 13.96699 -14.73687 -17.16967 -0.068
H 15.69449 -14.85080 -17.41976 0.417
H 12.57545 -17.59282 -15.94926 -0.085
C 11.50748 -14.02773 -16.13874 -1.861
C 10.81193 -13.00914 -17.06196 3.798
C 10.07261 -11.96573 -16.18976 -0.867
C 11.87925 -12.32946 -17.92597 -0.747
C 11.43987 -11.65320 -19.20493 -1.005
C 10.54783 -12.68754 -19.92053 -2.106
C 9.33463 -13.19158 -19.13540 2.880
C 8.32614 -12.06028 -18.86982 -1.008
C 8.77818 -14.28002 -20.05264 -1.974
N 9.89406 -13.81899 -17.92742 -0.187
O 8.83997 -14.47284 -17.17511 0.688
H 10.82705 -14.35351 -15.34981 -0.963
H 11.94400 -14.89436 -16.63491 0.716
H 12.37026 -13.56706 -15.64792 0.361
H 10.75915 -11.31006 -15.65197 0.662
H 9.50704 -11.28619 -16.83108 -0.022
H 9.30771 -12.38164 -15.53234 -0.944
H 12.37514 -11.68063 -17.19445 0.087
H 12.64067 -13.07583 -18.17500 -0.099
H 10.87177 -10.75141 -18.97074 -0.084
H 12.36454 -11.42341 -19.73428 0.886
H 11.21514 -13.48642 -20.25190 0.191
H 10.24042 -12.24291 -20.87324 0.739
H 8.75263 -11.07236 -18.70655 -0.052
H 7.57491 -12.25357 -18.10238 -0.324
H 7.74275 -11.96737 -19.79411 0.631
H 8.21453 -13.95229 -20.92697 0.463
H 8.01099 -14.81076 -19.47273 0.166
H 9.49719 -15.03765 -20.35127 0.212
H 9.24680 -15.34774 -17.20971 0.063
C 10.28826 -16.67350 -24.42655 -2.110
C 11.48897 -15.84928 -23.90881 2.075
C 11.26984 -15.82787 -22.37610 -1.775
C 12.82124 -16.57266 -24.31990 -1.371
C 14.11546 -15.77863 -24.10810 -0.555
C 14.00811 -14.44193 -24.81497 -1.294
C 12.72279 -13.64678 -24.49247 1.911
C 12.87063 -13.02824 -23.09880 -1.759
C 12.58549 -12.52472 -25.52341 -1.986
N 11.52704 -14.49925 -24.49115 0.055
O 10.33291 -13.82152 -24.19945 -0.500
H 10.36893 -16.90897 -25.48751 0.390
H 9.94797 -17.49320 -23.79264 0.363
H 9.35495 -16.10882 -24.29062 0.465
H 12.16510 -15.83660 -21.74950 0.175
H 10.73919 -14.88047 -22.24761 0.357
H 10.62087 -16.57862 -21.92686 0.615
H 12.84699 -17.55016 -23.84289 0.350
H 12.69330 -16.62872 -25.40541 0.411
H 14.27521 -15.71004 -23.02781 0.297
H 14.94318 -16.39358 -24.46441 0.428
H 14.01309 -14.53260 -25.90424 0.407
H 14.86280 -13.80835 -24.56968 0.385
H 12.96758 -13.77428 -22.30384 0.230
H 11.87542 -12.69456 -22.78044 0.283
H 13.62992 -12.24957 -23.08731 0.590
H 12.63273 -12.84579 -26.56891 0.480
H 13.40356 -11.82211 -25.37472 0.376
H 11.57988 -12.10300 -25.49196 0.379
H 9.86548 -13.71422 -25.03443 0.385
C 8.94643 -6.11563 -19.43214 -0.867
O 8.36843 -7.40372 -19.59412 -0.435
C 7.49736 -7.87910 -18.59510 0.014
C 6.35240 -6.87353 -18.32715 0.633
C 5.36216 -7.41223 -17.29257 -1.418
N 5.55311 -6.69151 -19.57924 -0.718
H 8.19875 -5.34746 -19.62981 0.373
H 9.71886 -6.05448 -20.19832 0.258
H 9.47270 -6.04088 -18.47620 0.369
H 7.06419 -8.83944 -18.86808 0.217
H 8.06877 -7.97698 -17.66055 -0.160
H 6.66475 -5.87201 -18.03583 0.369
H 5.72664 -7.63937 -16.28440 0.030
H 4.91557 -8.38884 -17.50945 0.378
H 4.53006 -6.72604 -17.12510 0.442
H 6.26003 -6.92191 -20.27546 0.296
H 4.77924 -7.33665 -19.65547 0.278
C 17.53815 -8.18075 -19.84937 -0.717
O 16.99599 -9.08757 -18.90586 -0.364
C 15.61122 -9.33514 -19.05140 -1.141
C 15.01934 -10.15984 -17.89382 1.999
C 15.24148 -9.48591 -16.55038 -1.837
N 15.73495 -11.46790 -17.88174 -0.508
H 16.76656 -7.42578 -20.02934 0.315
H 17.77026 -8.67700 -20.79549 0.272
H 18.42808 -7.73786 -19.41101 0.243
H 15.08227 -8.37337 -19.03615 0.554
H 15.40152 -9.85040 -19.99407 0.423
H 13.94480 -10.25500 -18.05401 -0.864
H 15.32622 -8.39818 -16.59644 0.348
H 16.18819 -9.80927 -16.11490 0.425
H 14.43643 -9.74914 -15.86568 0.308
H 16.66443 -11.17836 -18.19179 0.331
H 15.47064 -12.03749 -18.68549 0.291
C 10.27969 -11.76170 -11.31102 -0.446
O 9.27806 -12.62911 -10.83867 -0.421
C 8.41651 -13.18925 -11.79669 -0.786
C 9.07039 -14.12238 -12.78343 1.004
C 8.12245 -14.78443 -13.77541 -1.049
N 9.92237 -15.09290 -12.09732 -0.452
H 9.91487 -10.91564 -11.90694 0.146
H 10.97113 -12.28524 -11.98066 0.207
H 10.82817 -11.35687 -10.46470 0.305
H 7.59959 -13.64071 -11.22696 0.388
H 7.95900 -12.35497 -12.35685 0.194
H 9.74056 -13.52169 -13.41210 -0.538
H 8.28734 -14.28344 -14.73565 -0.046
H 7.06551 -14.53260 -13.64822 0.578
H 8.23762 -15.85249 -13.95062 0.378
H 9.33665 -15.83804 -11.71794 0.269
H 10.25917 -14.63366 -11.25194 0.349
C 5.91659 -11.06895 -15.57761 -0.677
O 6.13279 -12.40743 -15.96773 0.218
C 5.06755 -12.95222 -16.73438 -1.185
C 5.46293 -14.34289 -17.19283 1.923
C 4.61412 -14.77760 -18.36231 -1.747
N 5.41565 -15.22353 -15.99116 -0.467
H 6.58938 -10.82378 -14.76355 -0.277
H 4.84506 -10.91469 -15.41814 0.413
H 6.15385 -10.44168 -16.44953 0.276
H 4.13921 -12.97695 -16.14653 0.579
H 4.83907 -12.29486 -17.58494 0.408
H 6.52185 -14.22638 -17.44714 -1.032
H 4.71621 -14.15551 -19.24427 0.378
H 3.60113 -14.87029 -17.95881 0.440
H 4.95509 -15.79207 -18.58613 0.405
H 5.91266 -14.74298 -15.25028 -0.139
H 4.42193 -15.17029 -15.77049 0.342
N 12.28067 -8.05833 -15.63771 0.140
C 12.05405 -7.53974 -16.86542 0.223
N 11.33266 -8.34831 -17.68991 0.048
O 12.45235 -6.41321 -17.19162 -0.730
H 11.51342 -8.46062 -15.08898 0.123
H 13.03070 -7.61418 -15.13659 0.270
H 11.33613 -9.32920 -17.47856 -0.178
H 10.99985 -7.98215 -18.56306 0.169
N 11.07292 -16.88965 -14.07952 0.076
C 10.91744 -18.24677 -14.07340 0.247
N 10.57103 -18.76581 -12.88390 -0.303
O 11.10487 -18.94905 -15.07928 -0.679
H 11.69175 -16.48847 -14.75912 0.014
H 10.29069 -16.35577 -13.72576 0.033
H 10.27994 -18.20866 -12.10481 0.130
H 10.62546 -19.76224 -12.76715 0.258
N 7.73495 -8.28836 -14.58836 -0.149
C 9.01907 -7.93054 -14.34198 0.513
N 9.21567 -6.61966 -14.08279 -0.402
O 9.98386 -8.70001 -14.41789 -0.845
H 7.50688 -9.26402 -14.58659 0.023
H 6.96344 -7.68966 -14.35700 0.223
H 10.09005 -6.29899 -13.71236 0.262
H 8.42410 -6.00178 -14.07041 0.142
N 6.89778 -17.47799 -16.46270 -0.197
C 6.94613 -18.54781 -15.65261 0.614
N 7.90892 -19.46700 -15.91050 -0.372
O 6.14671 -18.65656 -14.70419 -0.740
H 6.23998 -16.66783 -16.37048 0.202
H 7.27592 -17.58882 -17.39389 0.168
H 8.51900 -19.42548 -16.70069 0.174
H 7.89454 -20.19188 -15.21448 0.232